Record 1
Entry from OMol25: 2 unconnected molecules or ions with the total composition C4H7Br2N (ωB97M-V with the def2-TZVPD basis set).

Highest occupied orbital energy (spin up / spin down) (eV): -7.70 / -8.12
Energy (eV): -145832.11356
M (g mol⁻¹): 228.92

The geometry in XYZ format:
```
14
C4H7Br2N, DFT ωB97M-V with the def2-TZVPD basis set
H 0.24263 -2.67368 -0.94092
N 1.37446 1.71629 2.00748
Br 1.93966 1.94719 -0.87072
H 2.05034 2.19504 2.68385
H -0.14477 -0.11957 -1.75313
H -1.05329 0.44843 0.99837
C 1.08704 1.71901 0.84073
C -1.34563 0.24858 -0.07563
H -0.57471 -2.07265 0.67133
C 0.05889 -1.80566 -0.19852
H 1.02114 -1.41295 0.01934
Br -2.39283 1.69652 -0.76366
H -1.55066 -1.14778 -1.63720
C -0.71227 -0.73876 -0.98131
```

Calculated atomic charges, method Mulliken, unit e: H 0.282; N -0.424; Br -0.116; H 0.281; H 0.248; H 0.476; C 0.258; C -0.695; H 0.332; C -1.027; H 0.272; Br -0.138; H 0.321; C -0.069

=====

Record 2
Entry from OMol25: a molecular structure, C4H7Br2NO2 (ωB97M-V with the def2-TZVPD basis set).

Highest occupied orbital energy (eV): -10.38
Energy (eV): -149928.06042
M (g mol⁻¹): 260.91

The geometry in XYZ format:
```
16
C4H7Br2NO2, DFT ωB97M-V with the def2-TZVPD basis set
C 1.07860 -0.78278 -0.79482
H -1.48057 -0.05888 -1.50608
H 2.18349 -0.37834 -0.81431
C -1.32709 -0.29159 -0.50380
C 0.08471 0.09033 -0.00053
Br -1.65245 -2.10134 -0.07354
H 1.17476 0.30262 1.96324
H -0.58226 0.56421 2.05167
O -0.20639 1.88368 -1.50077
H 1.03741 -0.70220 -1.90329
H 0.02367 -1.10067 1.94568
Br -2.73262 0.82642 0.33822
C 0.19572 -0.06047 1.46498
H 0.95922 -1.83541 -0.43746
N 0.30086 1.49587 -0.48886
O 0.94295 2.14855 0.25967
```

Calculated atomic charges, method Mulliken, unit e: C -1.367; H 0.629; H 0.344; C -0.529; C 0.724; Br -0.062; H 0.342; H 0.334; O -0.583; H 0.366; H 0.318; Br -0.074; C -1.249; H 0.367; N 1.052; O -0.611

=====

Record 3
Entry from OMol25: 2 unconnected molecules or ions with the total composition C4H7Br2O2 (ωB97M-V with the def2-TZVPD basis set).

Highest occupied orbital energy (eV): -4.20
Energy (eV): -148443.39971
Charge: -1
M (g mol⁻¹): 246.91

The geometry in XYZ format:
```
15
C4H7Br2O2, DFT ωB97M-V with the def2-TZVPD basis set
O 0.74301 -0.60828 0.52356
H -1.58595 2.48136 3.42136
Br -2.05719 5.14358 2.07166
H -0.57444 3.33952 1.22580
H -2.18989 3.24286 0.46617
H 4.00201 -0.58665 0.66310
H 3.22989 -0.73364 -0.94673
H 2.90824 -1.96247 0.31653
C -1.66188 3.36819 1.43102
C 1.86593 -0.03784 0.59578
H -1.67715 1.31053 2.07344
C -2.03218 2.29838 2.42494
C 3.08171 -0.88838 0.13526
Br -3.93845 2.14497 2.67261
O 2.13219 1.13917 0.96360
```

Calculated atomic charges, method Mulliken, unit e: O -0.728; H 0.351; Br -0.167; H 0.301; H 0.355; H 0.254; H 0.175; H 0.253; C -0.490; C 0.612; H 0.280; C -0.476; C -0.828; Br -0.165; O -0.728

=====

Record 4
Entry from OMol25: a molecular structure, C4H7Br2OP (ωB97M-V with the def2-TZVPD basis set).

Expectation value of S²: 2.0098
Highest occupied orbital energy (spin up / spin down) (eV): -7.27 / -10.36
Energy (eV): -155678.83967
2S+1: 3
M (g mol⁻¹): 261.88

The geometry in XYZ format:
```
15
C4H7Br2OP, DFT ωB97M-V with the def2-TZVPD basis set
Br -1.78644 2.12482 0.05970
C 1.70701 -0.43500 -0.32686
H 1.19109 -1.23682 -0.87498
H 3.09064 -1.69211 0.43381
O -2.17504 -1.36963 0.27583
H 0.88319 1.04886 -1.63730
P -1.29938 -0.63954 -0.65092
C 1.01281 0.89424 -0.50435
Br -5.46607 -0.49839 -0.04453
H 3.25944 0.18231 0.91970
H 1.61717 1.77998 0.04202
C -0.39909 0.76352 0.26835
C 2.66496 -0.68799 0.46041
H -0.18656 0.50904 1.34859
H -4.11375 -0.74329 0.23055
```

Calculated atomic charges, method Mulliken, unit e: Br -0.097; C -0.042; H 0.275; H 0.286; O -0.419; H 0.252; P 0.204; C -0.403; Br -0.257; H 0.223; H 0.308; C -0.263; C -0.762; H 0.455; H 0.238

=====

Record 5
Entry from OMol25: a molecular structure, C4H7Br3 (ωB97M-V with the def2-TZVPD basis set).

Expectation value of S²: 2.0083
Highest occupied orbital energy (spin up / spin down) (eV): -5.24 / -9.93
Energy (eV): -214382.14546
2S+1: 3
M (g mol⁻¹): 294.81

The geometry in XYZ format:
```
14
C4H7Br3, DFT ωB97M-V with the def2-TZVPD basis set
H 0.47401 -1.11220 1.98887
C 1.30821 0.72834 -1.22705
C -1.01904 -1.14032 0.54406
H -0.13337 0.43544 1.63264
Br 1.70583 2.43746 -0.68250
C 1.55062 -0.31453 -0.05526
H -1.84869 -1.40749 1.21692
H -1.20573 -0.59608 -0.34548
H 2.03281 0.36704 -2.01403
Br 3.20301 0.08383 0.91133
H -0.70289 -2.00656 0.01824
H 0.21562 0.53438 -1.46828
C 0.15822 -0.46406 1.22595
Br 1.53161 -2.11738 -0.93146
```

Calculated atomic charges, method Mulliken, unit e: H 0.357; C -0.338; C -1.163; H 0.384; Br -0.093; C -0.363; H 0.329; H 0.320; H 0.402; Br 0.081; H 0.379; H 0.268; C -0.391; Br -0.171

=====

Record 6
Entry from OMol25: a single C4H7BrN2O molecule (ωB97M-V with the def2-TZVPD basis set).

Highest occupied orbital energy (eV): -8.38
Energy (eV): -79327.84317
M (g mol⁻¹): 179.02

The geometry in XYZ format:
```
15
C4H7BrN2O, DFT ωB97M-V with the def2-TZVPD basis set
N -1.87743 -0.97023 0.62908
Br 2.66446 -0.18429 -1.45380
C 1.40298 -0.76035 1.07824
H -0.56322 -0.60824 -1.21574
O 0.20572 -0.92182 1.75700
H -2.35163 -1.13339 1.49661
H -1.54736 -1.86607 0.17134
H -0.25401 2.33652 -0.10948
N -0.80956 -0.12527 0.87502
H 0.70713 2.00038 -1.34626
H 2.33765 -1.16858 1.54977
C 1.26533 -0.32704 -0.20980
C -0.07799 0.21855 -0.54866
H -0.89932 1.85817 -1.71005
C -0.20275 1.65165 -0.96327
```

Calculated atomic charges, method Mulliken, unit e: N -0.523; Br -0.145; C -0.031; H 0.235; O -0.334; H 0.274; H 0.248; H 0.392; N -0.124; H 0.359; H 0.384; C -0.340; C 0.609; H 0.331; C -1.334

=====

Record 7
Entry from OMol25: a molecular structure, C4H7BrNO2 (ωB97M-V with the def2-TZVPD basis set).

Highest occupied orbital energy (eV): -4.28
Energy (eV): -79888.36460
Charge: -1
M (g mol⁻¹): 181.01

The geometry in XYZ format:
```
15
C4H7BrNO2, DFT ωB97M-V with the def2-TZVPD basis set
H 2.59113 0.07175 -1.30167
H -1.93535 1.29643 0.12813
O -1.97053 -2.36504 -0.45930
C 0.87585 0.25245 0.00079
N -0.86789 -0.49137 -0.55275
O 0.17074 -2.34081 0.32746
C -1.97809 0.26040 -0.15556
H -2.76895 0.12838 -0.88929
Br 0.74443 1.84899 1.26980
H 1.62852 1.62615 -1.55299
H -2.37848 -0.24937 0.70621
C 1.51267 0.54756 -1.27092
C -0.87411 -1.89535 -0.13780
H 1.22703 -0.68459 0.59286
H 0.85139 0.18545 -2.14202
```

Calculated atomic charges, method Mulliken, unit e: H 0.197; H 0.331; O -0.720; C -0.011; N -0.116; O -0.731; C -0.961; H 0.283; Br -0.288; H 0.329; H 0.308; C -0.928; C 0.555; H 0.451; H 0.299

=====

Record 8
Entry from OMol25: a single C4H7BrO2 molecule (ωB97M-V with the def2-TZVPD basis set).

Highest occupied orbital energy (eV): -10.27
Energy (eV): -78397.46063
M (g mol⁻¹): 167.00

The geometry in XYZ format:
```
14
C4H7BrO2, DFT ωB97M-V with the def2-TZVPD basis set
C -0.85508 0.44510 -0.39791
H 1.36384 -0.29570 -1.81543
C -0.02056 -0.94385 -0.33745
H 0.84240 1.70025 0.61018
H -0.95900 2.11759 0.79523
H -0.37109 0.61673 1.64353
H -0.58039 -1.41872 -1.21523
O -0.08027 -1.49646 0.95540
C 1.42301 -0.62294 -0.70961
O 2.34031 -0.65391 0.07363
C -0.26135 1.33512 0.72668
Br -2.74181 0.08087 -0.15025
H -0.87935 1.02797 -1.28144
H 0.77934 -1.89205 1.10269
```

Calculated atomic charges, method Mulliken, unit e: C -0.415; H 0.263; C 0.218; H 0.284; H 0.425; H 0.308; H 0.274; O -0.514; C 0.030; O -0.473; C -1.145; Br -0.107; H 0.494; H 0.357

=====

Record 9
Entry from OMol25: a molecular structure, C4H7BrO3S (ωB97M-V with the def2-TZVPD basis set).

Highest occupied orbital energy (eV): -10.61
Energy (eV): -91279.54114
M (g mol⁻¹): 215.07

The geometry in XYZ format:
```
16
C4H7BrO3S, DFT ωB97M-V with the def2-TZVPD basis set
H 0.13566 -1.51934 -0.88204
H 1.30655 0.71925 -0.45424
H 1.08968 0.90769 1.31539
C -0.86706 -1.12270 -1.05450
C -1.31106 -0.37776 0.14315
O -1.18898 1.90588 -1.20104
C -1.25127 -0.96336 1.49033
O -0.65090 -1.97361 1.74936
C 0.88068 1.32442 0.33677
H -1.76218 -0.35834 2.25570
S -0.91922 1.39886 0.10850
Br -3.78476 -0.22198 -0.11419
H 1.25613 2.34012 0.26984
O -1.50904 2.03634 1.24117
H -1.51454 -1.97726 -1.25086
H -0.86848 -0.45689 -1.91585
```

Calculated atomic charges, method Mulliken, unit e: H 0.370; H 0.353; H 0.364; C -1.262; C 0.143; O -0.584; C -0.012; O -0.459; C -1.022; H 0.426; S 1.224; Br -0.108; H 0.385; O -0.584; H 0.381; H 0.386

=====

Record 10
Entry from OMol25: a molecular structure, C4H7BrOS (ωB97M-V with the def2-TZVPD basis set).

Highest occupied orbital energy (eV): -8.96
Energy (eV): -87182.82845
M (g mol⁻¹): 183.07

The geometry in XYZ format:
```
14
C4H7BrOS, DFT ωB97M-V with the def2-TZVPD basis set
C 0.64796 -0.67174 -0.85748
C -0.57661 0.36923 0.99546
C -0.16701 0.50059 -0.45839
H 0.37701 1.38171 -0.40357
H 0.26585 -1.60759 -0.58243
H 1.04201 -0.52112 -1.92324
H -0.88562 1.26530 1.33523
H 0.33370 0.12657 1.51101
S 3.38419 -1.74512 -0.23378
O 4.72047 -1.44458 0.31017
Br 3.23972 1.32183 0.02086
H -1.40082 -0.29393 1.34840
C 2.60777 -0.32842 -0.36907
H -1.03841 0.70152 -1.20729
```

Calculated atomic charges, method Mulliken, unit e: C -0.814; C -1.235; C -0.133; H 0.194; H 0.496; H 0.358; H 0.419; H 0.295; S 0.338; O -0.540; Br -0.014; H 0.318; C 0.044; H 0.272

=====

Record 11
Entry from OMol25: a molecular structure, C4H7CaO3 (ωB97M-V with the def2-TZVPD basis set).

Expectation value of S²: 0.7504
Highest occupied orbital energy (spin up / spin down) (eV): -5.30 / -7.03
Energy (eV): -28838.60345
2S+1: 2
M (g mol⁻¹): 143.18

The geometry in XYZ format:
```
15
C4H7CaO3, DFT ωB97M-V with the def2-TZVPD basis set
H 0.59606 1.60492 2.73169
H -0.80175 1.14291 0.75751
Ca 0.24374 -2.83939 -2.75845
H -2.30748 -0.70294 -2.04949
C 0.35528 -0.53492 -1.20425
H -2.09844 -0.57306 -0.12256
H 1.99361 0.77541 2.00705
O -0.67076 -1.69305 -1.04785
C -1.67946 -0.60408 -1.14638
C 1.09630 1.36596 1.78355
O 1.09967 -0.84023 -2.15017
H -0.10949 -0.38304 1.35026
C 0.13303 0.59573 0.91787
H 1.39027 2.30781 1.30247
O 0.75943 0.37797 -0.37123
```

Calculated atomic charges, method Mulliken, unit e: H 0.376; H 0.342; Ca 0.476; H 0.221; C 0.885; H 0.175; H 0.307; O -0.424; C -0.580; C -1.233; O -0.771; H 0.318; C -0.214; H 0.309; O -0.187

=====

Record 12
Entry from OMol25: a molecular structure, C4H7Cl (ωB97M-V with the def2-TZVPD basis set).

Highest occupied orbital energy (eV): -9.27
Energy (eV): -16779.73413
M (g mol⁻¹): 90.55

The geometry in XYZ format:
```
12
C4H7Cl, DFT ωB97M-V with the def2-TZVPD basis set
H -0.78649 -2.56738 0.80191
C -0.41689 -0.49484 0.64296
C -0.03515 -1.73744 0.82483
H 0.19763 -1.77773 1.99288
C 0.65629 0.53629 0.70530
H 1.15561 1.47645 -1.11078
H 1.04268 0.77000 1.69627
H 2.15958 2.07498 0.21642
C 1.38941 1.25300 -0.13442
H -1.14367 -0.02797 1.11441
Cl -0.76698 0.27713 -1.02585
H 0.85148 -2.00167 0.49625
```

Calculated atomic charges, method Mulliken, unit e: H 0.294; C 0.178; C -1.031; H 0.287; C -0.253; H 0.336; H 0.295; H 0.196; C -0.836; H 0.373; Cl -0.318; H 0.479

=====

Result set for relative energy (zero: lowest compared OMol25 entry of this formula, charge and spin): 3.5695; 0.6851; 0.2795; 1.1129; 0.0000; 1.9798; 3.8928; 1.0663; 0.7759; 2.8305; 0.8148; 3.6373 eV, one per record in the order listed.